Below is C33H27F6IN5O6PS2Ta as an isolated structure, with properties calculated with ωB97M-V/def2-TZVPD.

Calculated values
- Energy above the lowest of the compared OMol25 structures with the same formula, charge and spin: 100.84 kJ/mol
- E_HOMO: -16.8 eV
- LUMO energy: -10.175 eV
- Energy: -4089.742456 hartree

The geometry in ORCA input format:
```
! wB97M-V def2-TZVPD RIJCOSX def2/J DEFGRID3
* xyz 3 1
Ta -0.16 -0.40 -0.02
C 1.03 -4.74 -0.67
C 2.11 -3.78 -1.04
N 3.29 -4.28 -1.43
C 4.28 -3.48 -1.77
C 4.21 -2.08 -1.79
C 5.41 -1.31 -2.28
O 5.47 -0.03 -1.67
C 3.00 -1.52 -1.37
C 2.70 -0.12 -1.47
N 1.66 0.51 -1.01
C 1.58 1.86 -1.52
C 2.40 2.89 -1.08
C 2.28 4.14 -1.68
C 1.37 4.35 -2.71
C 0.54 3.32 -3.15
C 0.66 2.09 -2.53
I -0.58 0.45 -2.93
C 1.98 -2.40 -0.98
O 0.80 -1.84 -0.58
H 1.24 -5.69 -1.15
H 0.05 -4.38 -0.99
H 1.00 -4.90 0.41
H 5.20 -3.97 -2.07
H 5.35 -1.22 -3.37
H 6.31 -1.90 -2.05
H 6.29 0.40 -1.93
H 3.42 0.47 -2.03
H 3.12 2.72 -0.29
H 2.92 4.95 -1.35
H 1.30 5.32 -3.17
H -0.17 3.49 -3.94
N 0.98 1.08 2.75
P 1.44 -0.44 2.20
C 3.24 -0.46 2.35
C 3.77 -0.88 3.59
C 5.13 -0.79 3.83
C 5.99 -0.29 2.86
C 5.47 0.15 1.65
C 4.11 0.07 1.40
C 0.89 -1.66 3.40
C 1.43 -2.95 3.30
C 1.14 -3.89 4.27
C 0.32 -3.54 5.35
C -0.22 -2.27 5.44
C 0.06 -1.32 4.46
C 0.27 2.01 2.03
C 0.04 3.27 2.61
C -0.63 4.22 1.89
C -1.09 3.91 0.61
C -0.85 2.66 0.12
N -0.16 1.69 0.79
H 1.34 1.40 3.65
H 3.14 -1.29 4.36
H 5.52 -1.11 4.79
H 7.05 -0.22 3.05
H 6.12 0.55 0.89
H 3.75 0.47 0.47
H 2.10 -3.21 2.49
H 1.56 -4.88 4.21
H 0.11 -4.27 6.12
H -0.85 -2.01 6.27
H -0.36 -0.33 4.54
H 0.41 3.46 3.60
H -0.81 5.20 2.33
H -1.64 4.62 0.01
H -1.24 2.39 -0.85
F -5.35 -0.20 -1.23
C -4.41 -1.03 -1.58
F -3.88 -0.71 -2.74
F -4.80 -2.27 -1.55
S -3.01 -0.84 -0.32
O -1.82 -1.68 -0.72
O -2.46 0.52 -0.35
N -3.64 -1.29 1.01
S -2.55 -1.49 2.15
O -1.32 -0.69 1.74
O -3.01 -1.24 3.45
C -2.05 -3.32 2.01
F -2.94 -3.94 1.28
F -1.99 -3.82 3.22
F -0.85 -3.38 1.42
*
```

Results of the Mulliken charge analysis, in e, for atoms 1 through 8: 1.763 -1.094 0.372 -0.496 -0.930 0.471 -0.914 -0.421

---

Below is a 5-piece molecular cluster, C20H23F3O15 overall at a distorted geometry, with properties calculated with ωB97M-V/def2-TZVPD.

Calculated values
- E_HOMO: -9.9 eV
- SMILES: CC1=C(CCC(F)(F)F)C(=O)OC1=O.O=C1OCCO1.O=C1OCCO1.O=C1OCCO1.O=C1OCCO1
- LUMO energy: 0.294 eV
- Energy: -2204.151502 hartree

The geometry in ORCA input format:
```
! wB97M-V def2-TZVPD RIJCOSX def2/J DEFGRID3
* xyz 0 1
C 0.16 -1.15 1.04
C 0.37 0.22 0.44
C -0.48 1.24 0.44
C -1.88 1.47 0.96
C -2.75 0.22 1.22
C -3.17 -0.53 -0.03
F -3.60 -1.75 0.37
F -2.20 -0.77 -0.91
F -4.17 0.03 -0.66
C 0.22 2.43 -0.24
O -0.23 3.35 -0.74
O 1.57 2.13 -0.08
C 1.60 0.76 -0.29
O 2.35 0.16 -0.92
H 1.14 -1.63 1.15
H -0.26 -1.06 2.04
H -0.41 -1.81 0.39
H -1.85 2.10 1.86
H -2.41 2.07 0.21
H -3.67 0.57 1.68
H -2.32 -0.46 1.93
O -3.42 -0.71 3.65
C -2.67 -1.15 4.45
O -2.80 -1.03 5.79
C -1.83 -1.88 6.41
C -0.79 -2.03 5.33
O -1.55 -1.86 4.14
H -1.44 -1.43 7.32
H -2.31 -2.83 6.66
H -0.03 -1.24 5.38
H -0.29 -2.99 5.35
O 3.18 -2.79 -6.74
C 3.45 -1.98 -5.92
O 2.68 -0.91 -5.61
C 3.22 -0.31 -4.43
C 4.65 -0.75 -4.46
O 4.57 -2.00 -5.16
H 3.11 0.78 -4.46
H 2.68 -0.69 -3.56
H 5.30 -0.07 -5.02
H 5.07 -0.89 -3.46
O 5.28 -0.07 -1.74
C 6.08 -0.48 -0.97
O 5.97 -0.39 0.38
C 7.00 -1.19 0.96
C 8.03 -1.25 -0.14
O 7.23 -1.11 -1.32
H 7.38 -0.73 1.87
H 6.59 -2.17 1.20
H 8.74 -0.42 -0.10
H 8.58 -2.19 -0.16
O -4.89 2.82 0.13
C -5.81 2.86 -0.62
O -5.74 3.32 -1.90
C -6.98 3.00 -2.53
C -7.93 2.88 -1.36
O -7.07 2.47 -0.30
H -7.27 3.79 -3.23
H -6.87 2.06 -3.08
H -8.39 3.84 -1.09
H -8.72 2.15 -1.53
*
```

Results of the natural (NBO) charge analysis, in e, for atoms 1 through 8: -0.666 -0.068 -0.065 -0.454 -0.488 0.975 -0.343 -0.330

---

Below is CH14Ba2O10 as an isolated structure at a distorted geometry, with properties calculated with ωB97M-V/def2-TZVPD.

Calculated values
- Energy above the lowest of the compared OMol25 structures with the same formula, charge and spin: 0.00 kJ/mol
- E_HOMO: -14.9 eV
- LUMO energy: -8.989 eV
- Energy: -849.399968 hartree

The geometry in ORCA input format:
```
! wB97M-V def2-TZVPD RIJCOSX def2/J DEFGRID3
* xyz 2 1
Ba -2.17 -1.14 -2.49
Ba 2.10 -3.12 -1.68
C 0.21 -0.72 -0.38
O 1.35 -0.52 0.12
O -0.48 0.28 -0.84
O -0.19 -1.86 -0.72
O -1.99 -0.08 1.67
H -2.13 -1.02 1.84
H -1.80 -0.01 0.72
O 2.95 1.90 -0.42
H 2.36 1.15 -0.27
H 3.53 1.93 0.35
O 0.45 2.18 -2.74
H 0.42 1.87 -3.66
H -0.11 1.57 -2.23
O 3.18 -1.30 2.20
H 2.76 -0.94 1.41
H 3.61 -0.54 2.61
O -0.53 2.51 1.00
H -0.60 1.60 0.69
H -0.24 2.44 1.92
O -3.05 1.26 -1.39
H -2.14 1.54 -1.21
H -3.54 1.50 -0.59
O -1.41 -3.87 1.29
H -1.37 -3.43 2.15
H -1.15 -3.21 0.65
*
```

Results of the Mulliken charge analysis, in e, for atoms 1 through 8: 1.831 1.832 0.719 -0.713 -0.889 -1.054 -0.536 0.289

---

Below is C23H16AsI2N2O6S2W as an isolated structure, with properties calculated with ωB97M-V/def2-TZVPD.

Calculated values
- Energy above the lowest of the compared OMol25 structures with the same formula, charge and spin: 157.88 kJ/mol
- E_HOMO (alpha / beta): -17.3 / -17.3 eV
- LUMO energy (alpha / beta): -11.814 / -11.813 eV
- Energy: -5140.554494 hartree

The geometry in ORCA input format:
```
! wB97M-V def2-TZVPD RIJCOSX def2/J DEFGRID3
* xyz 3 1
W 0.35 -1.26 0.25
I -0.34 -1.50 3.17
C -0.05 -3.59 3.45
I 0.76 -4.17 1.59
H -1.01 -4.07 3.63
H 0.67 -3.75 4.24
O 0.12 0.52 -3.90
As 0.46 -0.96 -3.12
O -0.62 -2.13 -3.28
O 0.29 -0.39 -1.29
C 2.37 -1.00 -3.19
C 2.93 -0.36 -4.29
C 4.31 -0.37 -4.47
C 5.14 -1.00 -3.56
C 4.60 -1.64 -2.45
C 3.22 -1.64 -2.27
S 2.63 -2.47 -0.86
O 3.51 -3.48 -0.42
O 1.21 -2.85 -1.15
O 2.35 -1.41 0.26
H -0.76 0.53 -4.32
H 2.30 0.14 -5.01
H 4.73 0.12 -5.33
H 6.21 -1.01 -3.71
H 5.23 -2.15 -1.74
S -3.30 -3.55 -1.16
C -1.75 -3.18 -0.70
N -1.57 -2.04 -0.03
C -2.81 -1.36 0.13
C -3.06 -0.16 0.77
C -4.36 0.30 0.83
C -5.42 -0.42 0.26
C -5.18 -1.62 -0.38
C -3.87 -2.08 -0.43
H -0.93 -3.83 -0.97
H -2.26 0.42 1.21
H -4.57 1.24 1.33
H -6.42 -0.04 0.33
H -5.99 -2.19 -0.82
N -0.10 7.82 4.16
C -0.06 6.76 3.72
C 0.00 5.44 3.19
C 0.13 5.27 1.80
C 0.19 4.01 1.28
C 0.11 2.88 2.15
C -0.03 3.07 3.56
C -0.08 4.34 4.07
C 0.19 1.62 1.63
C 0.26 0.46 1.14
H 0.19 6.14 1.16
H 0.29 3.85 0.21
H -0.08 2.22 4.22
H -0.17 4.51 5.13
*
```

Results of the natural (NBO) charge analysis, in e, for atoms 1 through 8: 1.754 0.532 -0.709 0.498 0.270 0.276 -0.976 2.415

---

Below is C27H35ClN2OP as an isolated structure at a distorted geometry, with properties calculated with ωB97M-V/def2-TZVPD.

Calculated values
- Energy above the lowest of the compared OMol25 structures with the same formula, charge and spin: 501.08 kJ/mol
- E_HOMO: -8.9 eV
- LUMO energy: -3.110 eV
- Energy: -2035.638535 hartree

The geometry in ORCA input format:
```
! wB97M-V def2-TZVPD RIJCOSX def2/J DEFGRID3
* xyz 1 1
N -2.68 -0.73 1.01
N -2.78 -0.89 -0.42
C -2.17 -2.18 -0.94
C -0.71 -2.31 -0.57
C 0.24 -1.52 -1.48
Cl 1.08 -0.22 -0.59
P -2.24 0.64 -1.27
O -3.08 1.75 -0.84
H -2.13 0.10 1.24
H -2.27 -1.56 1.41
H -3.78 -0.92 -0.62
H -2.78 -2.98 -0.51
H -2.33 -2.18 -2.02
H -0.55 -2.03 0.47
H -0.47 -3.37 -0.61
H 1.01 -2.16 -1.90
H -0.27 -1.06 -2.32
H -0.88 0.63 -0.92
H -2.37 0.19 -2.59
C -0.89 -2.95 3.28
C -1.27 -4.20 3.75
C -0.34 -5.23 3.77
C 0.96 -5.01 3.33
C 1.33 -3.76 2.86
C 0.40 -2.73 2.83
H -1.61 -2.13 3.31
H -2.27 -4.37 4.12
H -0.63 -6.21 4.15
H 1.68 -5.82 3.37
H 2.35 -3.59 2.52
H 0.69 -1.75 2.47
C -1.51 3.98 1.39
C -2.09 4.34 2.60
C -1.43 5.21 3.45
C -0.18 5.71 3.11
C 0.41 5.34 1.90
C -0.26 4.47 1.05
H -2.03 3.31 0.72
H -3.07 3.96 2.86
H -1.88 5.50 4.39
H 0.34 6.39 3.77
H 1.38 5.72 1.63
H 0.21 4.19 0.11
C 2.60 3.13 0.46
C 1.81 3.57 1.52
C 2.15 4.72 2.21
C 3.28 5.44 1.84
C 4.07 5.00 0.78
C 3.72 3.85 0.09
H 2.33 2.24 -0.08
H 0.92 3.01 1.81
H 1.54 5.06 3.04
H 3.55 6.34 2.38
H 4.95 5.57 0.50
H 4.34 3.51 -0.74
C -0.15 -3.51 -4.29
C 1.19 -3.72 -4.56
C 1.65 -3.62 -5.87
C 0.76 -3.31 -6.89
C -0.59 -3.10 -6.61
C -1.04 -3.20 -5.31
H -0.51 -3.60 -3.27
H 1.88 -3.97 -3.77
H 2.69 -3.79 -6.10
H 1.11 -3.24 -7.91
H -1.28 -2.87 -7.41
H -2.09 -3.05 -5.09
*
```

Results of the natural (NBO) charge analysis, in e, for atoms 1 through 8: -0.628 -0.480 -0.233 -0.494 -0.391 -0.014 1.609 -0.995

---

Below is an isolated ion of composition C2H4NO2 and charge +1 at a distorted geometry, with properties calculated with ωB97M-V/def2-TZVPD.

Calculated values
- Energy above the lowest of the compared OMol25 structures with the same formula, charge and spin: 439.97 kJ/mol
- E_HOMO: -15.9 eV
- LUMO energy: -7.022 eV
- Energy: -283.388590 hartree

The geometry in ORCA input format:
```
! wB97M-V def2-TZVPD RIJCOSX def2/J DEFGRID3
* xyz 1 1
C -1.82 0.34 -0.05
C -0.16 0.47 -0.09
N 1.67 -0.74 0.00
O -2.50 -0.55 -0.43
O 0.38 -0.62 -0.08
H -2.18 1.33 0.05
H 0.34 1.37 0.18
H 2.13 0.04 0.55
H 2.13 -1.63 -0.12
*
```

Results of the natural (NBO) charge analysis, in e, for atoms 1 through 8: 0.379 0.327 -0.448 -0.348 -0.105 0.156 0.203 0.397

---

Below is C16H32ClNOP2Zr as an isolated structure at a distorted geometry, with properties calculated with ωB97M-V/def2-TZVPD.

Calculated values
- Energy above the lowest of the compared OMol25 structures with the same formula, charge and spin: 271.16 kJ/mol
- E_HOMO (alpha / beta): -5.5 / -5.5 eV
- LUMO energy (alpha / beta): -0.857 / -0.857 eV
- Energy: -1948.686841 hartree

The geometry in ORCA input format:
```
! wB97M-V def2-TZVPD RIJCOSX def2/J DEFGRID3
* xyz 0 1
Zr 0.05 -0.14 0.53
P 2.81 -0.07 0.18
P -2.65 0.25 0.62
N -0.18 0.47 -1.30
H 1.44 1.01 0.08
C 3.35 -1.66 -0.64
H 4.45 -1.79 -0.57
H 3.08 -1.63 -1.71
H 2.87 -2.54 -0.19
C 3.87 -0.20 1.71
H 4.92 -0.36 1.40
H 3.56 -1.04 2.37
H 3.81 0.73 2.30
C 3.58 1.20 -0.91
H 4.68 1.11 -0.95
H 3.31 2.22 -0.57
H 3.16 1.04 -1.91
C -3.65 -1.03 -0.21
H -4.71 -0.78 -0.02
H -3.42 -2.02 0.20
H -3.45 -1.02 -1.29
C -3.45 0.30 2.25
H -4.53 0.37 2.09
H -3.09 1.17 2.81
H -3.21 -0.62 2.81
C -3.26 1.76 -0.19
H -4.35 1.79 -0.09
H -2.97 1.74 -1.25
H -2.80 2.64 0.29
C -0.10 1.32 -2.31
C 0.01 1.71 -4.69
C -0.01 0.83 -3.64
C -0.08 2.72 -2.08
C -0.05 3.60 -3.15
C -0.02 3.10 -4.46
H 0.04 1.34 -5.71
H 0.06 -0.25 -3.78
H -0.05 3.09 -1.05
H -0.07 4.67 -2.98
H 0.00 3.80 -5.31
C -0.54 -3.26 1.79
O -0.49 -2.18 1.04
C 0.47 -4.33 1.40
H 1.21 -4.53 2.18
H 1.05 -3.97 0.54
H -0.01 -5.27 1.08
C -1.12 -3.02 3.15
H -2.10 -3.55 3.23
H -1.33 -1.93 3.24
H -0.43 -3.33 3.95
Cl 0.79 0.73 3.42
C 0.01 1.56 2.06
H 0.57 2.48 1.87
H -1.02 1.74 2.39
*
```

Results of the natural (NBO) charge analysis, in e, for atoms 1 through 8: 1.174 0.959 0.939 -0.907 -0.151 -0.944 0.204 0.237

---

Below is a 10-piece molecular cluster, H20N2O11 overall at a distorted geometry, with properties calculated with ωB97M-V/def2-TZVPD.

Calculated values
- Energy above the lowest of the compared OMol25 structures with the same formula, charge and spin: 447.78 kJ/mol
- E_HOMO: -9.7 eV
- LUMO energy: -1.418 eV
- Energy: -948.804043 hartree

The geometry in ORCA input format:
```
! wB97M-V def2-TZVPD RIJCOSX def2/J DEFGRID3
* xyz 0 1
N 0.16 -1.87 2.32
H 0.04 -2.37 3.25
H 0.55 -1.02 2.55
H -0.63 -1.88 1.88
H 0.96 -2.18 2.03
N -0.34 0.30 -0.44
O 0.41 -0.50 -0.94
O -1.55 0.06 -0.41
O 0.04 0.83 0.55
O -3.14 1.09 1.80
H -2.60 1.40 2.49
H -2.45 0.60 1.19
O 1.89 -3.18 -0.75
H 1.28 -2.38 -0.78
H 2.78 -2.72 -0.57
O 1.15 -1.67 -3.27
H 0.44 -2.10 -3.75
H 0.85 -1.07 -2.52
O 0.49 3.84 -1.18
H 0.09 2.96 -1.03
H 1.29 3.47 -1.01
O -2.35 1.68 -2.79
H -3.13 1.24 -2.21
H -2.66 1.83 -3.60
O -2.08 -2.89 -0.34
H -2.67 -2.78 0.41
H -2.14 -1.95 -0.43
O 2.01 3.36 1.20
H 1.36 4.14 1.30
H 1.71 2.68 1.87
O 2.88 -0.08 1.00
H 2.91 0.64 1.65
H 2.45 0.52 0.54
*
```

Results of the natural (NBO) charge analysis, in e, for atoms 1 through 8: -0.775 0.432 0.447 0.437 0.445 0.739 -0.544 -0.578

---

Below is an isolated ion of composition C8H10NO and charge +1 at a distorted geometry, with properties calculated with ωB97M-V/def2-TZVPD.

Calculated values
- Energy above the lowest of the compared OMol25 structures with the same formula, charge and spin: 297.62 kJ/mol
- E_HOMO: -11.8 eV
- LUMO energy: -5.978 eV
- Energy: -440.478073 hartree

The geometry in ORCA input format:
```
! wB97M-V def2-TZVPD RIJCOSX def2/J DEFGRID3
* xyz 1 1
C -1.75 0.21 -1.67
C -0.71 1.11 -1.76
C -1.56 -0.85 -0.78
C 0.47 0.23 0.17
C 0.45 1.11 -0.88
C -0.55 -0.74 0.17
C -1.21 -2.61 1.52
C 1.36 0.26 1.44
N 1.38 2.09 -1.05
O -0.37 -1.77 1.20
H -2.73 0.40 -2.05
H -0.66 1.96 -2.58
H -2.18 -1.76 -0.68
H -0.85 -3.23 2.32
H -2.11 -2.67 1.03
H 1.84 1.32 1.66
H 0.70 0.02 2.19
H 2.10 -0.48 1.38
H 1.26 2.74 -1.73
H 2.19 2.24 -0.38
*
```

Results of the natural (NBO) charge analysis, in e, for atoms 1 through 8: -0.188 -0.187 -0.272 -0.089 0.205 0.235 0.384 -0.615

---

Below is C22H34BN6O2S4V as an isolated structure at a distorted geometry, with properties calculated with ωB97M-V/def2-TZVPD.

Calculated values
- Energy above the lowest of the compared OMol25 structures with the same formula, charge and spin: 0.00 kJ/mol
- E_HOMO (alpha / beta): -7.3 / -6.6 eV
- LUMO energy (alpha / beta): 0.119 / 0.156 eV
- Energy: -3899.372343 hartree

The geometry in ORCA input format:
```
! wB97M-V def2-TZVPD RIJCOSX def2/J DEFGRID3
* xyz 0 1
V 1.33 -0.66 -1.14
C -1.16 3.49 -3.93
C -1.86 2.15 -3.72
C -1.08 0.99 -4.34
C -3.23 2.21 -4.38
N -2.04 1.91 -2.25
C -3.28 1.82 -1.63
C -3.04 1.59 -0.32
N -1.67 1.56 -0.14
B -1.17 1.12 1.27
N -1.50 -0.37 1.52
C -1.78 -0.81 2.79
C -1.89 -2.15 2.76
N -1.67 -2.54 1.45
C -1.42 -1.44 0.71
S -1.08 -1.42 -1.00
C -1.68 -3.97 0.99
C -1.96 -4.87 2.20
C -2.80 -4.17 -0.03
C -0.31 -4.35 0.43
N 0.32 1.48 1.56
C 0.60 2.78 1.89
C 1.92 2.88 2.12
N 2.46 1.62 1.94
C 1.46 0.77 1.59
S 1.63 -0.94 1.28
C 3.90 1.28 2.19
C 4.53 0.65 0.94
C 3.98 0.36 3.40
C 4.66 2.57 2.50
C -1.07 1.75 -1.32
S 0.64 1.79 -1.59
H -1.05 3.67 -5.00
H -0.17 3.49 -3.48
H -1.75 4.30 -3.50
H -1.11 1.10 -5.43
H -1.54 0.04 -4.08
H -0.04 0.98 -4.02
H -3.08 2.38 -5.45
H -3.84 3.03 -4.00
H -3.78 1.27 -4.27
H -4.21 1.89 -2.15
H -3.73 1.45 0.49
H -1.82 1.76 2.07
H -1.88 -0.12 3.61
H -2.10 -2.84 3.55
H -2.94 -4.67 2.64
H -1.19 -4.78 2.96
H -1.97 -5.90 1.85
H -3.77 -3.94 0.42
H -2.81 -5.21 -0.35
H -2.65 -3.54 -0.90
H 0.47 -4.10 1.15
H -0.10 -3.83 -0.50
H -0.29 -5.42 0.25
H -0.17 3.53 1.92
H 2.51 3.73 2.39
H 4.06 -0.29 0.68
H 5.58 0.47 1.15
H 4.45 1.32 0.08
H 3.47 -0.58 3.22
H 3.54 0.85 4.27
H 5.03 0.15 3.62
H 4.58 3.30 1.69
H 5.72 2.31 2.60
H 4.34 3.03 3.43
S 2.20 -3.57 -2.76
C 1.61 -2.35 -2.01
O 2.79 -0.20 -1.64
O 3.92 0.20 -2.20
*
```

Results of the natural (NBO) charge analysis, in e, for atoms 1 through 8: 0.755 -0.625 0.156 -0.629 -0.621 -0.375 -0.080 -0.048